(a)
ORCA calculation (wB97M-V/def2-TZVPD) on a molecular structure, C8H13N2O.

Last column: Löwdin charge in e.
CARTESIAN COORDINATES (ANGSTROEM)
C1 0.194 -2.867 0.165  0.033
C2 1.324 -2.015 0.789  -0.092
C3 -0.846 -2.414 -0.520  -0.098
C4 1.281 -0.548 0.671  -0.321
C5 -0.300 -0.141 -0.369  -0.111
C6 2.332 0.601 0.349  0.013
C7 -1.751 1.379 -1.507  0.048
C8 -1.042 1.853 0.806  0.050
N1 -1.104 -1.059 -0.730  0.116
N2 -0.652 1.223 -0.457  -0.138
O1 0.915 -1.045 1.834  0.066
H1 0.214 -3.943 0.368  0.121
H2 2.235 -2.539 1.092  0.155
H3 -1.666 -2.932 -0.892  0.098
H4 3.013 0.470 -0.583  0.126
H5 3.051 0.711 1.255  0.124
H6 1.761 1.513 0.373  0.026
H7 -1.212 1.438 -2.427  0.102
H8 -2.401 0.468 -1.480  0.116
H9 -2.340 2.259 -1.396  0.093
H10 -1.364 1.128 1.481  0.101
H11 -0.108 2.120 1.383  0.137
H12 -1.688 2.608 0.577  0.077
H13 0.155 1.731 -0.780  0.159

Net charge: +1
Orbital gap in Ha: 0.3450
LUMO energy in eV: -3.8
HOMO level in eV: -13.213

***

(b)
ORCA calculation (wB97M-V/def2-TZVPD) on a gas-phase ion, C8H13N2O (charge +1).

Last column: Löwdin charge in e.
CARTESIAN COORDINATES (ANGSTROEM)
C1 3.091 0.160 -0.305  0.035
C2 2.562 1.417 -0.213  -0.058
C3 1.989 -0.656 -0.017  -0.268
C4 0.863 0.075 0.186  -0.234
C5 -3.001 0.326 -0.120  -0.048
C6 -2.100 1.565 -0.062  -0.118
C7 -1.518 0.259 -0.427  -0.269
C8 -0.506 -0.436 0.464  -0.188
N1 1.228 1.332 0.045  0.089
N2 -0.603 -1.966 0.333  0.219
O1 2.055 -2.027 0.069  0.024
H1 4.008 -0.126 -0.623  0.089
H2 2.868 2.316 -0.538  0.092
H3 -3.403 0.226 0.936  0.139
H4 -3.675 0.388 -0.972  0.109
H5 -2.066 2.262 -0.838  0.098
H6 -1.906 2.007 0.847  0.088
H7 -1.239 0.246 -1.468  0.155
H8 -0.503 -0.237 1.530  0.166
H9 0.551 2.104 0.195  0.187
H10 0.361 -2.466 0.299  0.156
H11 -1.057 -2.092 -0.616  0.198
H12 -0.944 -2.318 1.294  0.213
H13 2.947 -2.360 0.000  0.126

SMILES: [NH3+][C@@H](c1[nH]ccc1O)C1CC1
Net charge: +1
Orbital gap in Ha: 0.3097
LUMO energy in eV: -3.2
HOMO level in eV: -11.675

***

Stability summary: most stable (b), least stable (a).

***

(a)
ORCA calculation (wB97M-V/def2-TZVPD) on a single C3H6N2S molecule.

Last column: Löwdin charge in e.
CARTESIAN COORDINATES (ANGSTROEM)
C1 -1.431 -0.189 0.061  -0.179
C2 -0.305 0.675 -0.053  -0.162
C3 -1.443 -1.510 -0.157  -0.017
N1 0.946 0.272 -0.037  -0.668
N2 1.941 1.233 -0.131  0.017
S1 1.469 -1.287 0.086  0.623
H1 -2.343 0.304 0.371  0.095
H2 -0.463 1.744 -0.088  0.122
H3 -2.352 -2.070 -0.005  0.057
H4 -0.615 -2.058 -0.557  -0.040
H5 2.841 0.819 0.095  0.058
H6 1.755 2.068 0.415  0.093

SMILES: C=C/C=[N+](/N)[S-]
Orbital gap in Ha: 0.2877
LUMO energy in eV: -0.1
HOMO level in eV: -7.907

***

(b)
ORCA calculation (wB97M-V/def2-TZVPD) on 2 unconnected molecules or ions with the total composition C3H6N2S.

Last column: Löwdin charge in e.
CARTESIAN COORDINATES (ANGSTROEM)
C1 -0.072 -0.677 -1.194  -0.303
C2 -1.313 -0.463 -1.655  -0.024
C3 0.242 1.322 0.174  -0.349
H1 -1.010 -0.272 2.233  0.086
H2 0.192 -1.628 -1.682  0.096
H3 -2.004 0.404 -1.469  0.047
H4 -1.692 -0.852 -2.592  0.054
H5 0.746 1.632 1.156  0.091
H6 -1.153 2.016 -1.415  0.083
N1 0.760 -0.050 -0.167  -0.311
N2 -0.438 2.234 -0.569  0.037
S1 0.595 -1.105 1.561  0.492

Orbital gap in Ha: 0.3095
LUMO energy in eV: -1.1
HOMO level in eV: -9.506

***

Stability summary: most stable (a), least stable (b).

***

(a)
ORCA calculation (wB97M-V/def2-TZVPD) on 2 unconnected molecules or ions with the total composition C3H6N2S.

Last column: Löwdin charge in e.
CARTESIAN COORDINATES (ANGSTROEM)
C1 -1.769 1.108 -0.305  0.049
C2 1.149 0.299 -0.521  -0.363
C3 0.604 -1.179 -0.320  -0.069
N1 -2.723 0.459 -0.100  -0.723
N2 1.930 0.891 0.233  0.069
S1 -4.012 -0.310 0.185  0.609
H1 -1.013 1.563 -0.919  0.073
H2 0.662 0.644 -1.408  0.061
H3 1.266 -1.912 0.162  0.068
H4 0.466 -1.451 -1.354  0.050
H5 -0.382 -1.164 0.249  0.073
H6 2.358 1.840 -0.117  0.101

SMILES: C#[N+][S-].[H]/N=C/C
Orbital gap in Ha: 0.3343
LUMO energy in eV: 0.3
HOMO level in eV: -8.813

***

(b)
ORCA calculation (wB97M-V/def2-TZVPD) on 2 unconnected molecules or ions with the total composition C3H6N2S.

Last column: Löwdin charge in e.
CARTESIAN COORDINATES (ANGSTROEM)
C1 0.205 0.749 -0.009  -0.136
C2 -1.033 -0.029 -0.558  -0.217
C3 0.999 -0.434 0.487  -0.265
N1 0.344 -1.534 0.153  -0.021
N2 -0.846 -1.445 -0.443  0.040
S1 3.686 -0.054 -0.171  -0.087
H1 0.713 1.416 -0.667  0.082
H2 -0.020 1.339 1.022  0.162
H3 -1.867 0.191 0.190  0.131
H4 -1.416 0.152 -1.554  0.106
H5 1.482 -0.310 1.356  0.024
H6 0.558 -2.504 0.434  0.181

Orbital gap (alpha / beta) in Ha: 0.2389 / 0.2528
LUMO energy (alpha / beta) in eV: -1.6 / -1.1
HOMO level (alpha / beta) in eV: -8.085 / -8.016

***

(c)
ORCA calculation (wB97M-V/def2-TZVPD) on 2 unconnected molecules or ions with the total composition C3H6N2S.

Last column: Löwdin charge in e.
CARTESIAN COORDINATES (ANGSTROEM)
C1 0.851 -1.648 -0.414  0.098
C2 1.475 -0.740 0.071  -0.181
C3 2.163 0.498 0.499  -0.105
N1 -2.492 0.797 0.568  0.003
N2 -2.375 0.076 -0.449  -0.774
S1 -3.077 -1.283 -0.777  0.581
H1 -1.812 0.611 -1.188  0.127
H2 0.218 -2.353 -0.669  -0.038
H3 2.901 0.702 -0.264  0.073
H4 1.490 1.370 0.472  0.074
H5 2.484 0.369 1.513  0.066
H6 -1.825 1.601 0.638  0.076

SMILES: [H]/N=[NH+]/[S-].C#CC
Orbital gap in Ha: 0.3238
LUMO energy in eV: -0.3
HOMO level in eV: -9.076

***

Stability summary: most stable (a), least stable (b).

***

(a)
ORCA calculation (wB97M-V/def2-TZVPD) on a single C3H6N2S molecule.

Last column: Löwdin charge in e.
CARTESIAN COORDINATES (ANGSTROEM)
C1 -0.464 -1.136 1.161  -0.543
C2 0.546 1.025 -0.168  -0.437
C3 1.599 1.825 0.094  -0.112
H1 -1.972 -0.429 -0.860  0.108
H2 -1.344 -1.829 -1.893  0.097
H3 0.032 -1.812 1.831  0.062
H4 0.106 0.397 -1.085  0.075
H5 1.570 2.314 1.163  0.077
H6 2.470 1.892 -0.567  0.048
N1 -1.195 -1.118 -1.140  -0.056
N2 -0.837 -1.760 0.114  -0.114
S1 -0.511 0.630 1.350  0.795

SMILES: C=CS/C=N\N
Orbital gap in Ha: 0.3557
LUMO energy in eV: 0.9
HOMO level in eV: -8.740

***

(b)
ORCA calculation (wB97M-V/def2-TZVPD) on a single C3H6N2S molecule.

Last column: Löwdin charge in e.
CARTESIAN COORDINATES (ANGSTROEM)
C1 0.454 -0.948 -1.042  -0.262
C2 0.515 -1.692 0.045  0.083
C3 0.628 0.598 -0.941  -0.466
N1 0.740 0.471 1.811  -0.430
N2 -0.576 0.696 1.821  -0.077
S1 1.651 1.085 0.523  0.797
H1 0.027 -1.127 -1.927  0.042
H2 0.191 -2.743 0.125  0.043
H3 1.230 1.079 -1.719  0.056
H4 -0.421 1.004 -0.672  0.071
H5 -1.180 0.773 0.965  0.094
H6 -1.063 0.170 2.454  0.050

Orbital gap (alpha / beta) in Ha: 0.3390 / 0.2615
LUMO energy (alpha / beta) in eV: 0.4 / -0.3
HOMO level (alpha / beta) in eV: -8.811 / -7.451

***

Stability summary: most stable (a), least stable (b).

***

(a)
ORCA calculation (wB97M-V/def2-TZVPD) on a single C3H2BrIN2 molecule.

Last column: Löwdin charge in e.
CARTESIAN COORDINATES (ANGSTROEM)
C1 -0.704 0.826 0.014  -0.203
C2 0.639 0.705 0.011  -0.748
C3 0.784 -0.957 -0.028  -0.818
N1 -0.415 -1.421 -0.047  -0.016
N2 -1.283 -0.407 -0.020  -0.049
Br1 2.366 -1.888 0.024  0.739
I1 2.198 2.049 0.010  0.834
H1 -1.317 1.704 0.046  0.112
H2 -2.269 -0.611 -0.009  0.150

SMILES: Brc1n[nH]cc1I
Orbital gap in Ha: 0.3379
LUMO energy in eV: 0.5
HOMO level in eV: -8.731

***

(b)
ORCA calculation (wB97M-V/def2-TZVPD) on a molecular structure, C3H2BrIN2.

Last column: Löwdin charge in e.
CARTESIAN COORDINATES (ANGSTROEM)
C1 0.022 -1.666 -0.510  -0.011
C2 -0.111 1.912 -0.304  -1.283
C3 0.226 0.867 0.349  -0.342
N1 0.431 -0.064 1.136  0.082
N2 0.334 -1.379 0.652  -0.174
Br1 1.057 2.906 -1.387  0.643
I1 -2.087 2.251 -0.750  0.848
H1 -0.248 -2.780 -0.717  0.050
H2 0.375 -2.046 1.532  0.187

Orbital gap in Ha: 0.3056
LUMO energy in eV: -0.5
HOMO level in eV: -8.770

***

Stability summary: most stable (a), least stable (b).

***

(a)
ORCA calculation (wB97M-V/def2-TZVPD) on a gas-phase ion, C5H10NO2 (charge +1).

Last column: Löwdin charge in e.
CARTESIAN COORDINATES (ANGSTROEM)
O1 0.293 2.414 -0.814  0.136
C1 0.472 1.450 0.106  -0.469
C2 -0.430 0.248 -0.260  -0.136
N1 0.418 -0.869 -0.859  0.115
C3 -0.431 -2.077 -0.640  -0.108
C4 -0.894 -1.960 0.795  -0.133
C5 -0.934 -0.463 1.041  -0.102
O2 1.389 1.411 0.865  0.167
H1 1.016 3.042 -0.957  0.150
H2 -1.213 0.492 -0.971  0.166
H3 0.552 -0.672 -1.851  0.196
H4 1.286 -0.888 -0.314  0.196
H5 -1.141 -2.228 -1.457  0.148
H6 0.270 -2.921 -0.739  0.143
H7 -1.831 -2.499 1.002  0.139
H8 -0.185 -2.419 1.466  0.121
H9 -0.302 -0.136 1.881  0.129
H10 -1.927 0.018 1.187  0.144

SMILES: O=C(O)[C@@H]1CCC[NH2+]1
Net charge: +1
Orbital gap in Ha: 0.4379
LUMO energy in eV: -3.4
HOMO level in eV: -15.322

***

(b)
ORCA calculation (wB97M-V/def2-TZVPD) on 2 unconnected molecules or ions with the total composition C5H10NO2.

Last column: Löwdin charge in e.
CARTESIAN COORDINATES (ANGSTROEM)
C1 -2.044 0.717 -0.082  -0.043
C2 -3.399 0.578 0.139  -0.148
C3 -1.247 -0.416 -0.376  -0.201
C4 3.070 -0.297 0.433  -0.010
C5 0.902 0.603 -0.261  -0.062
N1 1.790 -0.601 -0.227  -0.058
O1 -4.104 -0.503 0.120  0.106
O2 -1.069 -1.542 -0.568  0.167
H1 -1.398 1.621 -0.247  0.124
H2 -4.029 1.407 0.580  0.172
H3 2.849 0.278 1.315  0.092
H4 3.702 -1.222 0.713  0.143
H5 3.476 0.349 -0.278  0.083
H6 0.993 1.154 0.685  0.078
H7 0.837 1.271 -1.070  0.050
H8 1.892 -0.893 -1.201  0.185
H9 1.223 -1.170 0.321  0.115
H10 -3.444 -1.332 0.004  0.205

Net charge: +1
Orbital gap in Ha: 0.3088
LUMO energy in eV: -3.9
HOMO level in eV: -12.295

***

(c)
ORCA calculation (wB97M-V/def2-TZVPD) on 2 unconnected molecules or ions with the total composition C5H10NO2.

Last column: Löwdin charge in e.
CARTESIAN COORDINATES (ANGSTROEM)
C1 1.117 -1.291 -0.530  -0.147
C2 -0.436 -1.264 -3.122  0.028
C3 0.807 0.022 -0.446  -0.050
C4 0.090 0.628 1.982  -0.002
C5 -0.964 1.635 0.045  -0.008
N1 -0.157 0.518 0.564  -0.208
O1 -0.699 -1.310 -4.215  0.082
O2 0.547 -2.215 0.308  0.022
H1 1.831 -1.620 -1.213  0.115
H2 1.261 0.775 -0.890  0.078
H3 -0.895 0.537 2.559  0.147
H4 0.675 -0.223 2.350  0.116
H5 0.563 1.507 2.246  0.084
H6 -1.578 2.030 0.921  0.127
H7 -0.325 2.442 -0.384  0.118
H8 -1.676 1.366 -0.808  0.135
H9 -0.795 -0.337 0.475  0.197
H10 0.633 -3.200 0.158  0.166

Net charge: +1
Orbital gap in Ha: 0.4013
LUMO energy in eV: -3.0
HOMO level in eV: -13.943

***

(d)
ORCA calculation (wB97M-V/def2-TZVPD) on a gas-phase ion, C5H10NO2 (charge +1).

Last column: Löwdin charge in e.
CARTESIAN COORDINATES (ANGSTROEM)
C1 1.048 0.048 0.321  -0.028
C2 1.008 -1.428 0.632  -0.083
C3 -1.168 -0.055 -0.583  -0.142
C4 -0.571 -1.486 -1.107  -0.222
C5 -0.248 2.037 0.330  0.019
N1 -0.393 0.605 0.429  -0.093
O1 0.438 -2.100 -0.499  -0.003
O2 -0.481 -0.277 -1.769  0.061
H1 1.584 0.790 0.910  0.140
H2 1.323 0.029 -0.669  0.120
H3 1.943 -1.934 0.789  0.148
H4 0.305 -1.594 1.475  0.150
H5 -2.218 0.170 -0.568  0.168
H6 -1.138 -2.259 -1.660  0.189
H7 -1.115 2.522 0.807  0.124
H8 0.765 2.342 0.658  0.113
H9 -0.360 2.299 -0.803  0.164
H10 -0.724 0.292 1.307  0.174

SMILES: C[N@@H+]1CCO[C@@H]2O[C@@H]21
Net charge: +1
Orbital gap in Ha: 0.4169
LUMO energy in eV: -3.1
HOMO level in eV: -14.493

***

Stability summary: most stable (a), least stable (b).